# C27H69Cl6N3O3

A 9-piece molecular cluster, C27H69Cl6N3O3 overall at a distorted geometry (wB97M-V/def2-TZVPD, OMol25).

Structure (XYZ):
```
108
Properties=species:S:1:pos:R:3:lowdin_charge:R:1
C 2.9016 -4.3641 -1.4252 -0.1742
O 3.5409 -4.1202 -2.6646 -0.1225
H 3.6463 -4.4637 -0.6354 0.0791
H 2.1391 -3.6297 -1.1658 0.0265
H 2.2523 -5.2394 -1.4051 0.0605
H 3.6534 -4.9559 -3.1234 0.0765
C -4.6795 -1.5789 -2.1562 -0.1211
O -3.8611 -1.6637 -0.9497 -0.1640
H -4.6057 -2.4954 -2.7415 0.0727
H -5.7440 -1.5276 -1.9278 0.0666
H -4.4487 -0.7085 -2.7705 0.0699
H -4.2716 -1.0813 -0.3063 -0.0192
C 3.8426 1.5591 0.8977 -0.1503
O 2.6165 1.7058 0.2443 -0.1635
H 4.6266 0.9764 0.4140 0.0673
H 4.1300 2.6102 0.9226 0.0820
H 3.6129 1.1354 1.8754 0.0508
H 1.9942 2.1168 0.8488 0.0118
C 3.5825 2.6126 -4.5764 -0.0764
C 4.0781 1.6514 -3.4748 -0.2481
N 4.7791 0.4664 -3.9885 -0.1827
C 3.9704 -0.5280 -4.7115 -0.2379
C 4.7912 -1.6442 -5.4606 -0.0732
C 5.5884 -0.2207 -2.9618 -0.2695
C 4.8178 -0.8078 -1.8242 -0.0841
H 3.2971 3.5451 -4.0895 0.0641
H 2.7638 2.1201 -5.1010 0.0587
H 4.3158 2.9227 -5.3209 0.0701
H 4.6977 2.1517 -2.7306 0.1115
H 3.2712 1.3349 -2.8138 0.0906
H 3.2190 -1.0189 -4.0930 0.1006
H 3.4014 0.0237 -5.4598 0.0966
H 4.0991 -2.1954 -6.0973 0.0634
H 5.5472 -1.2472 -6.1381 0.0705
H 5.1959 -2.3341 -4.7201 0.0529
H 6.3118 0.5420 -2.6736 0.1059
H 6.3006 -0.9307 -3.3823 0.1060
H 4.3898 -1.7398 -2.1933 0.0487
H 3.9827 -0.2408 -1.4127 0.0564
H 5.5586 -1.1860 -1.1198 0.0830
C 0.4573 4.2562 -0.7082 -0.0919
C -0.2720 3.4883 0.3130 -0.2810
N 0.5430 3.0661 1.4723 -0.1881
C -0.2672 2.1863 2.2982 -0.2509
C -1.5377 2.7665 2.9025 -0.0742
C 1.0430 4.2654 2.1649 -0.2311
C 1.9560 3.9315 3.3312 -0.0731
H -0.0981 4.2761 -1.6459 0.0825
H 1.3585 3.7004 -0.9672 0.0750
H 0.7077 5.2610 -0.3678 0.0743
H -1.1364 4.0859 0.6027 0.1113
H -0.7261 2.6333 -0.1878 0.0920
H -0.6072 1.3135 1.7408 0.1023
H 0.4082 1.7837 3.0530 0.0820
H -2.2824 3.1080 2.1836 0.0609
H -2.0586 2.0903 3.5804 0.0530
H -1.3902 3.6468 3.5281 0.0730
H 0.1754 4.8583 2.4548 0.1128
H 1.6355 4.8584 1.4681 0.1110
H 2.4040 4.8091 3.7974 0.0760
H 2.8356 3.4124 2.9504 0.0613
H 1.4913 3.3860 4.1525 0.0672
C -4.4598 1.6499 -0.3177 -0.0628
C -5.5688 0.8592 0.4456 -0.2139
N -5.0383 -0.3832 1.0704 -0.2119
C -3.9819 -0.1221 2.0738 -0.2142
C -4.5199 0.5414 3.3391 -0.0718
C -6.1682 -1.1828 1.4980 -0.2784
C -5.7802 -2.5804 1.8584 -0.0879
H -4.8973 2.3428 -1.0364 0.0758
H -3.7552 0.9858 -0.8184 0.0545
H -3.8898 2.2570 0.3856 0.0506
H -6.0700 1.4988 1.1722 0.1071
H -6.2972 0.5918 -0.3200 0.1054
H -3.4564 -1.0418 2.3307 0.0824
H -3.1952 0.4744 1.6118 0.0947
H -5.0186 1.5007 3.2014 0.0751
H -5.2501 -0.0351 3.9071 0.0701
H -3.6308 0.6304 3.9633 0.0563
H -6.9078 -1.1850 0.6974 0.1160
H -6.7208 -0.7949 2.3537 0.1105
H -5.2354 -3.0737 1.0534 0.0676
H -6.7152 -3.1288 1.9721 0.0776
H -5.2479 -2.6506 2.8070 0.0636
Cl 2.7913 0.1988 4.6208 0.5375
C 2.1971 -1.0414 3.4590 -0.6392
C 1.0715 -1.7959 4.1515 -0.6920
Cl -0.4168 -0.8864 4.4621 0.5573
H 3.0503 -1.6950 3.2779 0.0798
H 1.8427 -0.5184 2.5708 0.0184
H 1.4538 -2.1941 5.0914 0.0683
H 0.8641 -2.6245 3.4743 0.0439
Cl -0.8227 0.7955 -2.5825 0.5619
C 0.2176 0.0930 -1.3078 -0.6379
C -0.5171 -1.1114 -0.6638 -0.6248
Cl 0.6020 -1.8866 0.4606 0.6497
H 0.5096 0.8690 -0.6003 0.0265
H 1.1794 -0.1688 -1.7487 0.0559
H -0.8801 -1.8232 -1.4052 0.0655
H -1.3830 -0.8589 -0.0518 0.0483
Cl -1.0340 -5.3256 -1.2268 0.5700
C -2.0411 -4.5708 0.0220 -0.6707
C -1.4383 -4.7987 1.4045 -0.6469
Cl -2.1870 -3.7175 2.6144 0.5621
H -3.0327 -5.0033 -0.1113 0.0714
H -2.1751 -3.5000 -0.1315 0.0293
H -0.3835 -4.5288 1.4556 0.0313
H -1.6078 -5.7959 1.8106 0.0680
```

Calculated values
* net charge: 0
* orbital gap: 8.4 eV
* LUMO level: 0.6 eV
* multiplicity: 1
* electronic energy: -114863.8505 eV